# 1
This record from OMol25 describes C24H31NO4S in the gas phase. The level of theory is the ωB97M-V functional and the def2-TZVPD basis.

Structure (XYZ):
```
61
Properties=species:S:1:pos:R:3:forces:R:3:mulliken_charge:R:1
S -1.464 -3.256 1.633 -0.0736 -0.2772 0.2343 -0.136
O 2.456 0.634 -0.967 0.0706 -0.0641 0.0078 -0.624
O 1.359 -1.612 -0.115 0.1456 0.3218 0.4049 -0.153
O 1.903 -3.260 -1.539 -0.0444 0.0018 -0.0167 -0.645
O -1.515 -0.360 -2.747 0.0237 0.1356 -0.4595 -0.766
N -1.093 -1.418 -0.809 0.0258 -0.1296 0.0971 0.217
C 7.186 1.179 0.504 -0.0102 -0.0761 0.0329 -0.334
C -2.386 1.977 -1.632 -0.0001 0.0059 0.0299 -1.547
C -1.606 3.697 -0.006 -0.0260 -0.0293 0.0091 -1.467
C 5.471 -0.493 0.711 -0.2473 0.0958 -0.1299 -0.288
C -0.727 1.360 0.129 -0.0201 0.1835 0.0546 -1.262
C -0.794 -4.348 0.333 -0.3570 0.2306 0.1569 -0.760
C 1.088 -2.515 -1.059 -0.1521 -0.2344 -0.3892 0.045
C -2.288 2.211 1.880 0.0034 0.0137 -0.0403 -1.397
C 6.315 1.992 -0.204 0.0013 0.0283 -0.0123 -0.582
C -2.798 3.202 -0.822 -0.0801 0.1751 -0.1243 0.393
C -3.239 -3.376 1.271 0.5631 0.0478 -0.0388 -0.811
C -3.944 2.829 0.118 0.0416 -0.0075 -0.0035 -1.462
C 5.027 1.565 -0.454 -0.1185 -0.1173 0.0212 -0.391
C 4.588 0.319 0.000 0.4674 0.4173 -0.0332 0.515
C 3.193 -0.064 -0.315 -0.3219 -0.3789 0.1050 0.699
C -1.922 0.859 -0.694 0.0678 -0.0970 -0.3351 2.345
C 2.717 -1.410 0.235 0.0191 -0.1063 -0.2270 -1.078
C -3.481 1.720 1.061 -0.2151 -0.0632 0.1900 0.392
C -0.392 -2.513 -1.424 -0.1607 -0.0929 -0.2012 0.078
C 6.761 -0.060 0.958 0.1523 -0.0082 0.0631 -0.792
C -1.145 2.588 0.937 0.1932 0.0784 0.1809 0.390
C -1.489 -0.341 -1.535 -0.1850 0.0617 0.3228 -1.333
C -1.016 -3.881 -1.100 0.2572 0.0559 0.0324 -1.246
C -3.071 0.489 0.251 -0.0386 0.1125 0.0396 -0.943
H -0.459 -2.346 -2.508 0.1129 -0.0557 0.2647 0.688
H -3.223 1.620 -2.236 0.0164 -0.0140 -0.0587 0.416
H 7.441 -0.694 1.508 0.0487 -0.0513 0.0408 0.382
H -2.767 -0.305 0.937 0.0112 -0.1130 0.0281 0.208
H -2.580 3.078 2.476 -0.0093 0.0213 0.0656 0.550
H 2.779 -1.416 1.327 0.0454 -0.0162 -0.1136 0.465
H -4.300 1.449 1.737 0.0584 0.0052 -0.0531 0.287
H -0.289 2.940 1.524 -0.0449 -0.0321 -0.0435 0.259
H 8.195 1.508 0.701 0.0837 0.0212 0.0195 0.392
H -1.246 -5.330 0.482 0.1363 -0.0422 -0.0236 0.516
H 6.644 2.957 -0.560 0.0217 0.0785 -0.0307 0.383
H -4.253 3.703 0.697 -0.0570 0.0366 0.0195 0.531
H -0.994 -1.339 0.192 -0.0938 0.0741 -0.1355 0.206
H 4.333 2.181 -1.005 -0.0484 0.0364 -0.0392 0.460
H -3.757 -2.883 2.087 -0.0925 0.0262 0.0451 0.365
H -4.805 2.490 -0.462 -0.0712 0.0131 -0.0183 0.498
H 0.102 1.607 -0.538 0.0482 -0.0569 -0.0051 0.474
H -3.525 -4.424 1.231 -0.1261 -0.0586 -0.0078 0.332
H -3.462 -2.875 0.334 -0.1360 0.0303 -0.0645 0.229
H -1.887 4.583 0.569 0.0201 0.0644 0.0130 0.538
H -0.562 -4.623 -1.760 -0.0596 -0.0135 -0.0401 0.482
H -1.960 1.427 2.568 0.0163 -0.0225 0.0713 0.455
H -1.575 2.229 -2.317 -0.0107 -0.0190 -0.0619 0.432
H -2.083 -3.833 -1.324 0.0487 0.0185 -0.0753 0.421
H -3.129 3.993 -1.504 0.0252 -0.0591 0.0284 0.248
H -0.376 0.583 0.812 0.0633 -0.0620 0.0110 0.473
H -3.922 0.126 -0.331 -0.0312 -0.0825 -0.0240 0.424
H 3.322 -2.222 -0.187 -0.0175 0.1587 0.1809 0.554
H 0.270 -4.417 0.555 0.0470 -0.1072 0.0187 0.423
H 5.163 -1.462 1.071 -0.0344 -0.1242 0.0446 0.359
H -0.789 3.976 -0.675 0.0477 0.0615 -0.0278 0.493
```
Positions in Å, forces in eV/Å.

Results
energy above the lowest of the compared OMol25 structures with the same formula, charge and spin = 0.0 kcal per mole
total charge = 0
SMILES = CSCC[C@@H](NC(=O)[C@]12C[C@H]3C[C@H](C[C@H](C3)C1)C2)C(=O)OCC(=O)c1ccccc1
HOMO energy = -8.773 eV

# 2
This record from OMol25 describes C24H32AlF6N8O7S as an isolated structure. The level of theory is the ωB97M-V functional and the def2-TZVPD basis.

Structure (XYZ):
```
79
Properties=species:S:1:pos:R:3:forces:R:3:mulliken_charge:R:1
S -1.617 -2.589 0.973 1.7439 0.5988 -1.9014 0.821
Al -1.208 1.998 1.437 -0.1972 -1.1329 0.2116 0.273
F 2.184 2.883 2.433 0.3129 -0.0763 -0.6186 -0.296
F 1.336 0.282 0.377 0.3351 -0.1073 0.5031 -0.264
F 1.986 0.433 2.500 0.0229 -0.1627 -0.5776 -0.294
F 3.609 0.144 -0.552 0.6312 0.8562 0.3273 -0.277
F 4.657 1.123 1.194 -0.4088 0.0883 -0.4165 -0.276
F 2.896 3.008 0.329 0.2531 -0.6112 0.4656 -0.363
O 3.832 -2.175 0.640 -0.0195 1.1176 -0.6214 -0.245
O -2.137 0.853 0.359 0.4281 -0.2274 0.1947 -0.574
O -0.977 0.705 2.670 -0.0832 0.2346 0.2883 -0.496
O 4.296 -1.186 2.564 -0.0146 0.5075 -0.5100 -0.543
O 0.463 3.653 -0.143 0.4505 -0.1454 0.3388 -0.544
O -1.430 -3.314 -0.278 -0.9335 -0.5048 0.4090 -0.721
O -0.419 -1.907 1.383 -0.5481 0.0361 0.8055 -0.491
N 8.179 -2.823 -2.702 0.0830 -0.0423 0.1062 -0.431
N 0.943 8.538 -1.450 -0.0910 -0.0982 -0.0557 -0.471
N 3.711 -4.964 -0.567 0.1350 -0.0422 -0.0478 -0.524
N -2.940 0.289 4.951 -0.7672 0.2507 3.5234 -0.403
N -4.551 -0.737 -5.216 -0.1104 -0.0698 -0.1724 -0.408
N -0.730 -7.625 -3.344 0.0243 0.0746 0.0265 -0.433
N -5.219 -1.629 -1.020 -0.7272 -0.0051 -0.4471 -0.510
N 0.944 5.636 3.411 0.0332 0.1875 -0.0032 -0.481
C -2.293 0.206 2.740 0.5391 1.0934 -3.7436 -0.285
C -5.939 0.366 -2.526 -0.1383 0.5564 -0.2109 -0.979
C 1.452 6.047 2.467 -0.0428 -0.1871 0.0718 0.459
C -5.588 -1.185 -5.424 0.0905 -0.0926 -0.1266 0.402
C -3.299 0.653 5.982 -0.0280 0.0520 0.0498 0.337
C -0.423 -6.612 -2.896 0.0369 -0.0026 -0.0362 0.343
C -3.031 -1.475 0.757 0.5691 0.1910 0.4829 -0.765
C 3.647 0.329 0.801 -0.7674 -2.1217 -0.3165 1.156
C -5.537 -0.750 -1.686 0.0125 0.0015 0.0068 0.637
C 0.297 7.619 -1.691 0.0167 0.0128 0.0240 0.412
C 0.540 2.798 0.723 -0.1898 -0.4496 -0.2441 0.242
C -6.902 -1.754 -5.685 -0.3747 -0.1578 -0.0669 -0.811
C -2.803 -0.021 1.233 -1.0025 0.8376 0.6342 0.440
C 4.895 -3.728 -2.529 0.1253 0.2076 -0.3301 -0.600
C 2.021 2.378 1.170 -0.8551 0.8982 -0.0294 0.767
C 2.099 6.534 1.261 0.2100 0.2482 -0.4615 -0.657
C 4.233 -4.421 -1.435 -0.0825 -0.0058 -0.0009 0.491
C -0.516 6.444 -1.981 -0.1876 -0.3255 -0.1166 -0.622
C 3.938 -1.082 1.416 0.5412 -0.7741 1.4926 -0.115
C 8.522 -3.049 -1.630 0.0207 0.0317 -0.0249 0.418
C 2.228 0.830 1.239 0.1277 0.9497 -0.2006 0.548
C 8.951 -3.335 -0.268 0.1214 -0.0686 0.3977 -0.792
C -0.033 -5.328 -2.329 0.0928 0.2934 0.2101 -0.329
C -3.751 1.114 7.288 -0.1110 0.1834 0.3313 -0.941
H -5.347 0.415 -3.438 0.1218 -0.1154 0.2317 0.235
H 1.870 7.584 1.080 -0.0955 -0.0265 0.1070 0.372
H -6.986 0.285 -2.823 -0.0077 -0.1558 0.1313 0.297
H -5.824 1.319 -2.009 0.0773 -0.1373 0.1859 0.311
H 0.956 -5.379 -1.872 -0.0187 -0.1659 -0.0187 0.071
H -0.731 -4.999 -1.559 -0.0225 -0.0562 -0.0637 0.139
H 8.296 -4.065 0.207 -0.0795 0.0164 -0.1440 0.278
H -1.003 6.531 -2.953 0.0848 0.1638 -0.0005 0.351
H 3.184 6.442 1.323 -0.0433 -0.1071 0.1681 0.295
H 0.089 5.537 -1.992 0.0768 0.0795 0.1378 0.132
H 4.202 -2.908 1.159 -0.3598 0.0026 0.0292 0.316
H -1.294 6.308 -1.231 0.1125 0.0752 0.0908 0.248
H -3.323 -1.499 -0.310 0.6667 -0.2694 0.8378 0.298
H -3.855 0.362 1.291 0.1787 -0.4557 -0.0944 0.111
H -4.840 1.144 7.341 0.0189 -0.0442 -0.1436 0.267
H -3.400 0.457 8.083 0.0664 -0.0689 -0.1238 0.264
H -2.123 3.235 1.859 -0.0285 0.1517 0.0154 -0.455
H -3.383 2.117 7.502 0.0630 -0.0225 -0.1440 0.268
H -2.479 -0.629 3.391 0.5144 -0.3931 -0.6825 0.337
H 8.943 -2.435 0.346 -0.0663 0.0630 -0.1407 0.265
H -6.826 -2.792 -6.006 0.1582 0.0281 0.0394 0.284
H 0.000 -4.550 -3.092 -0.0908 -0.1126 -0.0836 0.268
H -7.423 -1.203 -6.467 0.1402 0.0853 0.0048 0.285
H -7.527 -1.730 -4.792 0.1420 0.0461 0.0678 0.261
H 4.656 -2.665 -2.527 -0.0996 -0.0461 0.1810 0.218
H -3.853 -1.896 1.359 0.2607 0.0172 -0.2865 0.439
H 5.976 -3.820 -2.461 -0.0435 -0.0601 0.0855 0.114
H 1.774 5.972 0.385 -0.0938 -0.1557 0.1565 0.037
H 9.963 -3.739 -0.250 -0.0196 0.0177 -0.1637 0.297
H -1.899 -3.517 1.943 -0.4519 0.3408 -0.1243 0.099
H 4.592 -4.131 -3.496 -0.1048 -0.1090 0.1075 0.311
H -2.897 1.075 3.059 -0.3332 -0.6831 0.0156 0.185
```
Positions in Å, forces in eV/Å.

Results
total charge = -1
HOMO energy = -5.217 eV

# 3
This record from OMol25 describes C24H32BMnN8Se as an isolated structure. The level of theory is the ωB97M-V functional and the def2-TZVPD basis.

Structure (XYZ):
```
67
Properties=species:S:1:pos:R:3:forces:R:3:mulliken_charge:R:1
Se 0.638 -0.969 -0.826 -2.2938 -1.3089 -0.9856 0.569
Mn 2.586 -0.148 -0.233 1.7397 1.8730 1.7644 -0.796
N 3.598 0.646 2.286 0.1713 0.0944 0.0438 0.140
N 2.741 1.751 -0.303 -0.1939 -0.3677 -0.1836 0.392
N 5.252 0.501 0.469 0.1524 0.1456 0.1781 0.149
N -1.742 -0.243 0.621 0.0507 -0.5737 -0.1032 0.561
N 2.671 -0.138 1.689 -0.2435 -0.2648 -0.5292 0.341
N 3.644 2.366 0.493 0.2015 0.1054 0.0897 0.103
N -1.865 -2.247 -0.342 -0.6193 0.0811 0.4347 0.600
N 4.447 -0.275 -0.283 0.4027 -0.4480 -0.4355 0.014
C -1.233 1.063 1.063 0.2251 0.6016 -0.0853 -1.125
C 2.124 -0.921 2.642 -0.0381 0.0325 0.1249 -0.252
C -1.285 2.128 -0.035 -0.2081 -0.1666 -0.0766 0.326
C 2.692 -0.623 3.864 0.0742 0.0807 -0.0074 -1.121
C 6.522 0.186 0.212 -0.0283 -0.0885 -0.1117 0.014
C -3.046 -2.059 0.299 0.6170 0.0612 -0.2870 1.040
C -3.633 3.132 0.240 0.0357 -0.0122 0.0731 -1.270
C -1.082 -1.147 -0.123 0.5339 0.7043 0.2546 -0.466
C 2.250 2.674 -1.158 -0.0224 0.1473 -0.0268 -0.223
C -2.981 -0.770 0.924 -0.4372 0.1851 0.1581 0.921
C -5.154 -1.111 1.753 -0.0897 0.1530 0.1141 -0.744
C -2.320 -3.435 -2.493 0.1882 0.3092 0.1738 -0.503
C -5.214 -2.403 1.138 0.1885 -0.4836 -0.3330 -0.807
C -4.038 -0.285 1.661 0.3458 0.1338 -0.0606 -0.807
C -1.551 -3.424 -1.164 -0.0755 -0.4808 -0.5704 -0.958
C -4.169 -2.897 0.411 -0.4808 -0.1136 0.1799 -0.826
C 3.716 3.653 0.158 -0.1510 0.0373 -0.0994 -0.016
C -2.669 -0.957 -3.124 0.1499 -0.0692 0.0173 -0.716
C -2.662 2.371 -0.655 -0.0123 0.0626 0.0373 -0.278
C 2.831 3.897 -0.892 0.0883 -0.0136 0.0984 -1.269
C -1.973 -2.284 -3.440 -0.1248 -0.0205 -0.1021 -0.577
C 3.627 0.373 3.588 -0.1354 -0.0838 0.0774 -0.097
C 6.552 -0.831 -0.743 -0.0767 0.0391 0.0300 -1.097
C 5.226 -1.091 -1.028 0.3258 -0.0257 0.0020 -0.295
B 4.550 1.512 1.417 -0.2006 -0.1857 -0.1779 0.173
H 5.301 2.162 2.056 0.0538 0.0390 0.0573 0.016
H -4.548 3.359 -0.304 -0.0283 0.0047 0.0431 0.414
H -6.014 -0.764 2.314 0.0016 -0.0264 -0.0029 0.484
H -0.201 0.922 1.387 -0.0643 -0.1001 0.1110 -0.076
H -1.795 -4.310 -0.576 0.0557 0.0870 0.1112 0.429
H -2.509 2.955 -1.564 -0.0151 -0.0647 -0.0337 0.513
H -0.481 -3.429 -1.357 0.0427 0.0536 0.1274 0.445
H -0.575 1.849 -0.817 0.0128 0.0221 0.0142 -0.266
H 7.421 -1.306 -1.162 -0.0134 0.0043 0.0023 0.444
H 2.654 4.838 -1.384 -0.0201 -0.0260 -0.0220 0.469
H -1.821 1.364 1.928 -0.0256 -0.1135 0.0340 0.587
H 4.807 -1.812 -1.714 -0.0280 0.0246 0.0124 0.483
H -2.662 -0.310 -4.000 -0.0251 0.0418 0.0284 0.514
H -0.930 3.058 0.415 0.1209 -0.0284 0.0001 0.623
H 2.474 -1.059 4.823 -0.0146 -0.0171 -0.0230 0.461
H -0.888 -2.143 -3.486 0.0079 -0.0385 0.0023 0.262
H 7.337 0.690 0.708 -0.0427 0.0301 0.0382 0.499
H -6.106 -3.005 1.256 -0.0236 0.0735 0.0521 0.488
H -3.712 -1.118 -2.840 -0.0231 0.0374 -0.0282 0.299
H -4.207 -3.876 -0.043 0.0273 0.0163 -0.0260 0.528
H -4.024 0.680 2.144 0.0077 -0.0157 -0.0047 0.470
H -2.174 -0.397 -2.323 -0.0553 0.0166 -0.0006 -0.076
H -3.202 4.077 0.573 -0.0103 0.0065 -0.0354 0.365
H -3.108 1.423 -0.979 0.0196 0.0154 -0.0581 -0.065
H -2.265 -2.592 -4.444 -0.0208 0.0053 0.0203 0.372
H -3.394 -3.427 -2.291 -0.0287 -0.1010 -0.0588 0.363
H 4.383 4.323 0.677 0.0090 -0.0199 0.0105 0.505
H 1.366 -1.649 2.405 0.0110 0.0095 -0.0767 0.577
H -3.916 2.577 1.138 0.0101 0.0185 -0.0133 0.166
H 1.519 2.421 -1.910 0.0013 -0.0724 0.0300 0.665
H 4.302 0.893 4.250 0.0132 0.0173 -0.0326 0.502
H -2.086 -4.389 -2.965 -0.0155 -0.0403 0.0448 0.443
```
Positions in Å, forces in eV/Å.

Results
total charge = +3
multiplicity = 4
HOMO energy (alpha / beta) = -17.492 / -17.421 eV

| no. | F_max (hartree/bohr) |
| --- | --- |
| 1 | 0.012 |
| 2 | 0.077 |
| 3 | 0.060 |